ORCA calculation (ωB97M-V/def2-TZVPD) on a cluster of 2 separate species, C2H6NP in total in a non-equilibrium geometry.

Output
largest force on an atom	3.80	eV/Å
energy relative to the best compared isomer or geometry (same formula, charge and spin)	160.3	kJ/mol
DFT total energy	-12947.0702	eV

Cartesian coordinates (Å):
C 0.602722 0.232353 -0.670003
C -3.143491 1.045002 1.227627
N -3.674346 0.250107 0.516041
P -4.080663 -0.893333 -0.455131
H 1.508897 0.002966 -1.223469
H -0.270794 0.372777 -1.310268
H 0.725679 1.017043 0.070355
H -3.474508 1.646665 2.035207
H 0.354901 -0.674670 -0.078596
H -4.504106 -0.141289 -1.646828

Forces on atoms 1 to 2 (eV/Å):
-0.6 -1.3 0.8
0.5 -0.2 -0.2